No. 1
Density functional theory data (the ωB97M-V functional and the def2-TZVPD basis) for 2 unconnected molecules or ions with the total composition CH3F2PS at a distorted geometry.

```
! wB97M-V def2-TZVPD RIJCOSX def2/J DEFGRID3
* xyz 0 1
H -0.665 -0.149 -0.953
F 2.568 -1.712 0.886
H -1.748 1.263 -1.307
S -1.307 0.517 1.146
C -1.597 0.300 -0.617
P 2.647 -0.241 1.477
F 2.432 0.480 0.082
H -2.329 -0.458 -0.714
*
```

E_LUMO (alpha / beta) = -0.72 / -1.83 eV
Frontier orbital gap (alpha / beta) = 8.59 / 6.53 eV
E_tot = -979.13335 Ha
E_HOMO (alpha / beta) = -9.310 / -8.354 eV



No. 2
Density functional theory data (the ωB97M-V functional and the def2-TZVPD basis) for a single C3H4N2O2 molecule.

```
! wB97M-V def2-TZVPD RIJCOSX def2/J DEFGRID3
* xyz 0 1
C 1.733 -0.550 -0.334
O 0.161 2.179 0.773
C 0.516 1.083 0.442
O 1.790 0.765 -0.024
H 2.442 -0.951 -1.033
C -1.537 -0.282 0.021
H -2.071 -0.844 0.782
N 0.657 -1.145 -0.008
N -0.156 -0.120 0.436
H -1.559 -0.838 -0.926
H -1.977 0.704 -0.130
*
```

E_LUMO = 0.88 eV
Frontier orbital gap = 10.51 eV
SMILES = Cn1ncoc1=O
E_tot = -376.68864 Ha
E_HOMO = -9.630 eV



No. 3
Density functional theory data (the ωB97M-V functional and the def2-TZVPD basis) for 2 unconnected molecules or ions with the total composition C17H33ClN5O3 at a distorted geometry.

```
! wB97M-V def2-TZVPD RIJCOSX def2/J DEFGRID3
* xyz 1 1
H 0.071 -1.907 -5.252
N 1.271 -3.052 -2.666
H -1.603 -3.729 -1.960
C -1.276 -4.623 -0.075
C -1.308 -1.388 2.654
H 0.186 -1.427 1.063
H -1.367 -2.059 0.621
C -0.858 5.990 1.429
H 1.260 5.338 -0.100
H -0.586 -3.986 2.499
C 1.110 -3.238 -4.108
H 0.877 -1.230 -4.052
N 0.982 -3.538 -0.471
O -1.831 4.937 3.742
H -3.069 0.502 1.597
C -2.448 0.912 2.394
C -1.907 5.167 1.446
Cl -2.495 -5.893 -2.189
H 0.112 5.649 1.760
H 1.792 -2.240 -2.355
H 2.358 4.601 1.079
H -0.879 -1.845 3.547
C -0.047 -3.437 1.727
H -2.999 1.032 3.323
H 2.959 5.858 -0.030
O 0.974 2.580 -0.208
H -2.066 -3.983 0.300
H 0.644 -5.215 0.786
H 0.962 -3.265 2.115
H 0.222 -3.820 -4.345
C 1.919 2.846 -0.932
H -0.436 0.468 1.849
H -2.357 -1.683 2.626
H 1.968 -3.654 -0.250
C -1.325 -4.724 -1.601
H 3.558 5.103 -2.397
N 0.973 -1.929 -4.787
C -0.627 -2.050 1.428
N 0.063 -4.993 -2.033
H -1.039 7.006 1.091
O -2.893 3.308 2.678
H -2.509 4.978 0.567
H -2.168 2.501 0.886
C 0.131 -4.312 0.459
C -1.141 0.138 2.613
H 3.894 3.362 -2.455
H 2.277 2.141 -1.705
H -1.044 2.528 2.268
H -0.728 0.471 3.566
N 2.635 3.981 -0.896
C 0.787 -3.869 -1.779
H 1.954 -3.764 -4.552
C 2.285 5.011 0.070
C -2.076 2.344 1.963
C -2.193 4.482 2.742
C 3.752 4.215 -1.794
H -1.513 -5.622 0.295
H 4.663 4.369 -1.213
H 0.145 -5.345 -2.980
*
```

E_LUMO = -3.52 eV
Frontier orbital gap = 7.06 eV
E_tot = -1626.91085 Ha
E_HOMO = -10.579 eV



No. 4
Density functional theory data (the ωB97M-V functional and the def2-TZVPD basis) for a molecular structure, C29H27ClIrN5O4S2 at a distorted geometry.

```
! wB97M-V def2-TZVPD RIJCOSX def2/J DEFGRID3
* xyz 3 2
H -3.298 2.459 2.110
C -4.844 2.623 0.631
C 0.953 0.885 -0.218
C 4.004 -1.366 -0.092
H -0.747 -1.454 3.143
C 4.383 -1.757 1.311
H 3.219 3.152 -0.700
C 5.172 -1.199 3.511
N 1.470 2.055 -0.368
C 0.787 3.144 -3.031
C -5.184 -2.508 -0.174
S 1.161 -1.637 0.784
C 2.926 2.236 -0.189
H -6.371 2.464 -0.867
H 1.362 5.525 -5.362
H 3.127 2.355 0.879
C 0.927 3.726 -4.282
N -3.035 -2.046 -0.011
H -6.063 0.060 -1.213
H -0.903 -2.993 2.593
H 5.055 -4.596 3.064
C -5.214 -5.028 -0.654
O -6.402 -5.054 -0.654
C -3.709 0.578 1.170
C -3.174 -3.362 -0.269
H 1.034 3.994 0.266
C 1.276 5.261 -1.989
C 5.273 -2.581 3.805
N -1.293 -2.051 2.524
C -5.463 0.572 -0.477
H 3.520 -2.207 -0.593
C 1.240 5.075 -4.386
S -0.728 0.583 -0.417
C -4.498 -0.100 0.255
Cl -6.830 -2.254 -0.086
C 0.695 3.322 -0.523
H -2.246 -2.099 2.885
H -3.506 -5.944 -0.859
H 0.777 3.134 -5.175
H 5.478 -0.475 4.254
H 3.529 1.030 -1.865
C 1.406 5.843 -3.246
H 4.914 -1.127 -0.648
H 0.527 2.091 -2.957
H 4.253 -3.867 0.844
C 4.502 -3.137 1.605
C -3.884 1.938 1.363
Ir -1.145 -1.493 0.452
C -5.627 1.937 -0.286
C -4.506 -3.712 -0.389
C 1.848 -0.275 0.090
N -4.287 -1.522 0.065
O -0.820 -3.292 -0.095
H 4.662 0.262 2.047
C 4.949 -3.545 2.836
O -4.465 -6.111 -0.871
H -2.984 0.044 1.776
H 1.416 5.863 -1.098
C 4.720 -0.796 2.281
O -1.763 -5.246 -0.606
H -0.361 3.113 -0.362
C -1.900 -4.094 -0.351
N 3.118 -0.192 -0.195
H 5.601 -2.892 4.788
H -4.987 3.684 0.781
C 0.953 3.916 -1.884
H 1.635 6.897 -3.329
H 4.715 1.130 -0.564
C 3.651 1.062 -0.780
*
```

E_LUMO (alpha / beta) = -12.15 / -12.53 eV
Frontier orbital gap (alpha / beta) = 4.07 / 3.69 eV
E_tot = -3055.95001 Ha
E_HOMO (alpha / beta) = -16.217 / -16.218 eV



No. 5
Density functional theory data (the ωB97M-V functional and the def2-TZVPD basis) for 2 unconnected molecules or ions with the total composition CH4N4S2 at a distorted geometry.

```
! wB97M-V def2-TZVPD RIJCOSX def2/J DEFGRID3
* xyz 0 1
C -1.709 0.252 0.060
H 2.740 2.516 -0.560
H -2.700 -1.039 -1.257
H -2.397 1.085 0.095
N 0.462 -0.283 0.489
N 1.620 -0.455 0.719
H -1.481 -1.741 -0.477
N -0.521 0.567 0.510
S 2.592 -1.467 1.195
S 3.334 1.398 -0.049
N -1.939 -0.833 -0.723
*
```

E_LUMO (alpha / beta) = -1.33 / -0.94 eV
Frontier orbital gap (alpha / beta) = 6.15 / 7.68 eV
E_tot = -1055.68516 Ha
E_HOMO (alpha / beta) = -7.483 / -8.617 eV



No. 6
Density functional theory data (the ωB97M-V functional and the def2-TZVPD basis) for a molecular structure, C5H10O2.

```
! wB97M-V def2-TZVPD RIJCOSX def2/J DEFGRID3
* xyz 0 1
H -2.372 -0.038 -1.944
H 1.348 -1.004 -1.632
C -1.967 -0.314 -0.964
H 2.902 0.214 0.709
C 1.286 -0.632 -0.606
C 0.317 0.500 -0.366
H 1.182 -1.468 0.091
O -0.868 -0.525 2.505
C 2.329 0.422 -0.198
H -0.869 -0.239 1.579
H -0.820 0.307 2.989
C -0.992 0.716 -0.465
H -2.815 -0.425 -0.280
H 2.994 0.765 -0.996
O 1.282 1.391 0.049
H -1.362 1.705 -0.201
H -1.494 -1.297 -1.064
*
```

E_LUMO = 0.94 eV
Frontier orbital gap = 9.58 eV
E_tot = -346.93909 Ha
E_HOMO = -8.644 eV



No. 7
Density functional theory data (the ωB97M-V functional and the def2-TZVPD basis) for 2 unconnected molecules or ions with the total composition C4H15N2O2 at a distorted geometry.

```
! wB97M-V def2-TZVPD RIJCOSX def2/J DEFGRID3
* xyz 1 1
C -1.737 1.165 0.148
H 0.492 -2.301 0.558
H -1.400 -1.430 1.014
H 1.903 -1.136 -1.020
H 0.756 -0.093 -0.791
H 2.708 1.037 1.169
H -1.764 2.102 -0.498
O 0.616 1.658 0.097
H -0.362 0.456 1.474
H 0.853 2.596 -0.065
H -2.027 -2.049 -0.601
H -0.583 1.998 1.830
H 0.127 -2.942 -1.047
H 0.778 -1.113 -2.197
H -2.560 1.186 0.878
N -1.605 -0.068 -0.748
H -1.910 0.127 -1.725
O 2.630 0.042 1.217
H 3.520 -0.239 1.396
C -1.330 -1.327 -0.216
N 0.867 -1.007 -1.193
C -0.551 1.400 0.912
C 0.062 -1.949 -0.392
*
```

E_LUMO = -3.02 eV
Frontier orbital gap = 9.72 eV
E_tot = -421.08971 Ha
E_HOMO = -12.741 eV



No. 8
Density functional theory data (the ωB97M-V functional and the def2-TZVPD basis) for a single C5H8O2 molecule.

```
! wB97M-V def2-TZVPD RIJCOSX def2/J DEFGRID3
* xyz 0 1
H -0.143 1.475 -0.972
H 1.422 -0.557 -1.125
C 1.475 -0.533 -0.024
C -0.613 1.095 -0.060
O -1.187 -2.146 -0.191
H -2.255 0.131 -1.326
H -0.721 1.929 0.633
C -1.897 0.248 -0.296
H -2.750 0.501 0.347
C 0.124 -0.137 0.536
H 3.281 0.189 0.040
H 0.185 -0.084 1.630
C -1.066 -0.978 0.070
H 1.722 -1.549 0.317
O 2.425 0.418 0.421
*
```

E_LUMO = 0.85 eV
Frontier orbital gap = 10.42 eV
SMILES = O=C1CC[C@@H]1CO
E_tot = -345.76022 Ha
E_HOMO = -9.572 eV



No. 9
Density functional theory data (the ωB97M-V functional and the def2-TZVPD basis) for a single C3H5N5 molecule at a distorted geometry.

```
! wB97M-V def2-TZVPD RIJCOSX def2/J DEFGRID3
* xyz 0 1
N 1.794 -0.980 -0.233
C -0.378 0.867 -0.245
H -2.139 1.714 -0.255
N -1.208 1.872 -0.258
N 0.959 1.299 0.310
N -0.615 -0.562 -0.468
H 0.518 -2.390 -0.496
H -2.359 -2.198 1.103
N 1.917 0.393 0.489
H -3.165 -1.160 -0.202
C 0.574 -1.351 -0.255
H -1.985 -0.512 1.452
C -1.994 -1.117 0.421
*
```

E_LUMO = -0.72 eV
Frontier orbital gap = 9.04 eV
SMILES = [H]/N=c1/nnncn1C
E_tot = -390.82878 Ha
E_HOMO = -9.765 eV



No. 10
Density functional theory data (the ωB97M-V functional and the def2-TZVPD basis) for a molecular structure, C36H99N9O9 at a distorted geometry.

```
! wB97M-V def2-TZVPD RIJCOSX def2/J DEFGRID3
* xyz 0 1
H 5.613 2.268 -0.471
H -6.380 0.863 -6.822
H 3.046 -1.624 1.916
C 3.390 -0.749 -2.360
H 1.285 3.186 2.353
H 4.866 -0.234 -0.969
H 1.760 -0.784 -4.131
C 0.225 3.002 2.176
H -2.536 3.399 2.669
H -4.035 -1.780 -3.583
H -3.684 -3.053 2.491
H 4.519 0.825 -3.440
C 3.934 -0.070 -3.652
H -0.860 -0.574 0.099
H 2.039 -0.885 2.536
H -3.127 -0.884 5.581
C -4.565 4.795 1.518
H -1.876 1.641 -4.689
O 3.872 -2.053 -0.389
H -0.845 -0.898 3.254
O -5.552 0.106 -4.941
H 2.835 -1.599 -2.757
H 4.013 3.513 0.897
H -7.133 -1.343 1.421
H -4.928 5.819 1.428
H -5.673 -2.784 0.329
C -1.971 0.798 -4.006
C 6.154 -3.192 4.762
C 1.023 -0.613 2.251
H 0.588 0.081 2.970
H -2.908 0.708 -0.850
H -1.760 0.400 -1.888
H -4.947 4.126 0.747
H -7.535 0.369 -5.632
H 0.407 -1.511 2.202
H 2.934 1.198 -1.711
O 3.411 -3.197 3.281
C 1.195 -0.126 0.777
H -2.184 -0.898 -1.402
H 1.026 0.286 -2.888
C 1.569 1.594 -5.151
H -1.865 -3.215 3.891
O 0.595 0.583 -4.921
H -4.441 -1.973 3.428
C -3.379 0.148 -3.923
H 4.340 -3.437 0.913
H -0.436 4.250 0.604
H 4.628 -0.767 -4.121
C 4.738 -2.462 0.629
H -4.097 1.165 -5.771
N 2.535 0.272 -1.767
C -0.717 4.144 1.651
H 1.998 2.880 1.389
C 4.447 -1.169 -1.342
H -0.815 0.934 0.759
H -2.898 -2.558 6.048
C -3.075 -0.285 -1.267
O 3.488 2.072 -0.552
H 0.871 5.190 1.513
H 0.213 5.756 1.515
C 3.380 3.384 0.019
H 1.577 1.717 1.482
H 3.525 4.204 -0.683
C -0.290 -1.303 -3.552
H 2.608 1.314 -5.325
C 4.584 -3.692 2.600
H 1.552 -0.908 0.106
N -4.984 -3.064 2.247
C 0.866 3.499 -0.445
N -3.199 -1.224 -3.696
H -3.469 -0.071 -2.261
H -5.900 -3.361 2.551
H 1.163 4.004 -1.364
H 5.306 -2.982 5.414
H 1.983 -3.041 1.729
N -0.362 5.394 2.262
H 1.657 -2.028 3.028
H 2.168 5.564 0.534
N -0.569 -2.134 -4.713
O -4.180 -1.002 -0.678
H 1.420 2.301 -4.335
H 5.128 -1.788 -1.926
H -3.299 -1.113 1.150
H -0.724 0.390 5.617
N 1.831 4.975 1.282
C -6.117 -0.967 1.543
H 7.671 -3.631 2.720
H -1.125 -0.651 -3.296
C -4.211 0.222 -5.237
C 1.944 3.665 0.634
H -3.938 -0.507 -6.001
H 4.769 1.801 -1.971
C 4.797 1.677 -0.888
N -3.708 -2.668 3.424
H 1.263 2.087 -6.074
H 5.065 0.640 -0.689
H -0.804 1.463 -2.873
H 4.223 -4.499 1.963
H 3.217 0.205 -4.426
H -0.059 2.496 3.099
H -5.853 -0.623 2.543
H -1.534 0.163 7.019
H -1.656 1.070 -2.999
O -1.226 -1.669 5.904
C -0.050 -2.232 -2.363
H 7.299 -5.164 3.174
H -2.464 -0.531 2.632
H 2.168 1.434 -0.113
H -1.206 5.915 2.075
C 2.499 -2.403 2.447
H 7.031 -3.482 5.340
H -3.795 0.738 -3.107
H -2.651 -1.751 -4.362
C -2.418 -2.279 3.961
C -2.267 3.778 1.683
C -6.531 0.163 -6.001
N 1.992 1.081 0.817
H -1.524 2.090 -1.378
H 4.922 -2.947 1.879
H 0.502 2.474 -0.521
H 0.060 -1.668 -1.437
C -0.180 0.275 0.166
H -0.703 -1.471 -5.464
H -0.954 -2.833 -2.266
C -2.524 -1.772 5.392
H -6.159 -0.148 0.824
H -3.266 -2.629 0.218
C -1.049 1.224 -1.838
O 0.128 0.824 -1.180
H 2.102 -0.151 -0.958
H 0.888 -2.778 -2.469
C 0.850 -0.283 -3.801
C 5.821 -4.085 3.527
H 5.772 -2.492 0.286
H -2.530 2.859 1.160
C -1.781 -1.335 2.906
H -1.404 -1.874 2.036
H 0.256 -2.684 -4.904
H -1.261 0.087 -4.429
O -3.131 4.949 1.468
H 0.133 2.202 1.442
H 5.559 -5.047 3.968
C -5.234 -2.167 1.113
C -3.856 -1.744 0.458
H 6.228 -2.172 4.385
H -6.571 -0.797 -6.515
H -4.878 4.558 2.534
C -0.839 -0.381 6.379
H 4.759 -1.707 1.414
N 6.945 -4.334 2.722
H 0.092 -0.439 6.942
H -4.594 -3.911 1.859
H -0.008 4.074 -0.138
*
```

E_LUMO = 0.52 eV
Frontier orbital gap = 7.43 eV
E_tot = -2599.39981 Ha
E_HOMO = -6.911 eV



No. 11
Density functional theory data (the ωB97M-V functional and the def2-TZVPD basis) for a molecular structure, C4H6Cl2 at a distorted geometry.

```
! wB97M-V def2-TZVPD RIJCOSX def2/J DEFGRID3
* xyz 0 1
Cl 1.404 1.972 -0.916
H 2.020 1.400 1.139
C 0.932 1.307 0.657
H -1.936 -2.638 0.113
C -0.595 -0.324 -0.447
H -2.214 -1.622 -1.615
H 0.107 1.861 1.054
C 0.479 -0.096 0.474
H -0.534 0.962 -1.038
H 0.156 -0.207 1.544
C -1.633 -1.455 -0.517
Cl 1.813 -1.160 -0.448
*
```

E_LUMO = 0.01 eV
Frontier orbital gap = 9.07 eV
E_tot = -1076.17196 Ha
E_HOMO = -9.054 eV



No. 12
Density functional theory data (the ωB97M-V functional and the def2-TZVPD basis) for a molecular structure, C16H35AlBeCl2FINNaO11S at a distorted geometry.

```
! wB97M-V def2-TZVPD RIJCOSX def2/J DEFGRID3
* xyz 0 1
H -2.617 6.360 7.590
H -0.011 -0.534 0.578
C 1.408 -0.243 4.325
H -0.478 -6.754 -4.488
H 4.006 -2.116 -0.355
S -2.320 -2.502 -0.355
O 0.186 -6.959 -3.814
O 1.616 0.910 1.125
H -1.449 -9.175 -8.980
H -2.693 -3.268 -7.279
H 3.904 9.211 1.162
C -2.583 -4.223 -6.752
H 2.328 0.074 4.828
H 1.344 4.705 3.836
H -0.227 -6.678 -2.984
O 1.688 -0.460 2.955
H 2.947 -1.760 1.196
C -1.742 -8.640 -8.072
H 2.209 3.382 1.935
H -2.198 6.680 5.908
C 2.961 -1.729 0.021
C -2.263 -6.482 -7.363
O 0.676 1.546 3.111
F -0.173 2.894 4.175
H 1.615 -1.001 -2.218
O 1.910 7.265 1.149
H 3.472 10.423 2.385
N -0.996 3.784 6.579
O -2.129 -5.179 -7.718
C 3.121 9.533 1.855
Cl -5.041 5.309 6.514
Na 0.727 2.127 7.015
C 0.373 0.835 4.297
C -2.559 5.907 6.594
O -2.733 -6.897 -6.316
O -1.755 -7.245 -8.363
H -3.573 -4.496 -6.370
H -1.465 -4.989 -5.056
H -0.644 0.437 4.220
C 2.620 4.374 2.143
H -3.582 5.658 6.293
C -1.572 -4.063 -5.630
H 3.547 4.263 2.714
H -2.734 -8.994 -7.771
H -0.583 -3.825 -6.034
H 1.042 -1.159 4.796
H -1.003 -8.850 -7.294
C 1.827 -2.735 -0.669
C 1.619 5.221 2.909
H 0.433 1.492 5.169
O 2.194 6.477 3.289
O -5.256 -4.474 -0.648
O 2.877 8.510 2.817
H 1.057 -2.968 0.211
Be 3.427 1.264 -0.442
H -2.410 -2.775 1.025
C 2.280 7.405 2.304
H 0.695 5.372 2.339
H 2.787 -0.627 -0.398
C 0.963 -1.917 -1.828
C -1.686 4.721 6.586
H 2.310 -3.733 -1.068
H 2.207 9.795 1.311
Cl 0.397 -2.978 -3.238
H -6.041 -3.947 -0.434
Al -0.638 -1.017 -0.829
H -1.877 -3.268 -4.944
C 1.350 0.685 2.294
H -4.549 -3.817 -0.735
H 2.888 4.841 1.190
I -1.430 1.016 -2.297
*
```

E_LUMO = -6.01 eV
Frontier orbital gap = 1.42 eV
E_tot = -3648.28803 Ha
E_HOMO = -7.432 eV